ORCA calculation (the ωB97M-V functional and the def2-TZVPD basis) on a structure of composition C6H10N2O2 in a non-equilibrium geometry.

Output
Kohn-Sham gap = 9.46 eV
Energy above the lowest of the compared OMol25 structures with the same formula, charge and spin = 340.7 kJ/mol
LUMO = 0.6 eV
M = 142.16 g/mol
HOMO level = -8.9 eV

The geometry in ORCA input format:
```
! RIJCOSX wB97M-V def2-TZVPD def2/J DEFGRID3
* xyz 0 1
C -2.3995 1.0211 -1.4441
C -1.5337 1.5749 -0.5751
C -2.0224 -0.3615 -1.7602
C -0.1084 0.2721 -0.2726
C -0.8364 -0.9049 -0.8870
C 1.5585 0.1178 1.6100
N 0.1940 -1.8044 -1.4632
N 0.2100 0.5036 1.1279
O -1.4644 2.7110 0.1023
O -2.6245 -0.9832 -2.5920
H -3.2288 1.6301 -1.7176
H 0.6441 0.6679 -0.8481
H -1.2686 -1.3638 0.0827
H 2.1884 0.6481 0.9914
H 1.5171 0.5152 2.6131
H 1.7931 -0.9595 1.8697
H 0.8322 -1.2577 -2.0440
H -0.2613 -2.5724 -1.9113
H -0.9433 2.7653 0.9066
H -0.4101 0.1558 1.8193
*
```